Here is a molecular structure, C22H49N2P3PrS2 from the OMol25 dataset. Energies are from ωB97M-V/def2-TZVPD.

The geometry in XYZ format:
```
79
C22H49N2P3PrS2 | the OMol25 dataset | ωB97M-V/def2-TZVPD
Pr 0.40 -0.81 -0.05
P -0.63 1.83 1.34
P -2.49 -0.62 -0.60
P 2.65 1.23 -0.10
H 0.10 -2.21 -7.85
C 1.15 -2.45 -7.60
C 1.45 -3.55 -6.90
H 0.64 -4.20 -6.53
C -1.01 3.30 0.29
C -2.21 1.75 2.27
C 0.42 2.59 2.65
C -2.54 -1.96 -1.86
C -3.87 -1.07 0.53
C -3.21 0.78 -1.56
C 3.79 0.60 -1.39
C 3.89 1.66 1.19
C 2.26 2.89 -0.81
H 1.89 -1.75 -7.99
H 2.48 -3.86 -6.70
H -1.30 4.14 0.93
H -1.82 3.06 -0.40
H -0.13 3.58 -0.31
H -2.33 2.67 2.86
H -2.22 0.90 2.96
H -3.07 1.66 1.59
H -0.18 3.35 3.18
H 1.30 3.09 2.22
H 0.76 1.86 3.39
H -3.59 -2.19 -2.11
H -2.06 -2.86 -1.46
H -2.00 -1.66 -2.77
H -4.79 -0.49 0.33
H -3.54 -0.89 1.56
H -4.10 -2.15 0.44
H -4.13 0.47 -2.09
H -2.47 1.13 -2.29
H -3.45 1.61 -0.89
H 4.63 1.30 -1.53
H 3.24 0.46 -2.33
H 4.15 -0.39 -1.07
H 4.69 2.29 0.78
H 4.33 0.72 1.57
H 3.41 2.18 2.03
H 3.16 3.34 -1.25
H 1.86 3.55 -0.04
H 1.50 2.75 -1.59
C 0.86 -1.59 -3.65
C 0.99 -0.28 -4.18
C 0.12 0.14 -5.18
C -0.70 -0.77 -5.88
C -0.77 -2.10 -5.42
C 0.01 -2.50 -4.33
S 1.74 -2.07 -2.25
H 0.04 0.51 -1.61
H 1.70 0.41 -3.74
H 0.07 1.18 -5.50
H -1.19 -0.53 -6.83
H -1.33 -2.86 -5.99
H 0.08 -3.54 -4.04
C -2.10 -1.94 4.51
N -1.03 -1.00 4.81
C -1.47 0.20 5.57
C 0.11 -0.99 4.05
S 0.21 -1.87 2.56
N 1.21 -0.32 4.55
C 1.34 -0.21 6.01
C 2.48 -0.45 3.82
H -2.67 -2.16 5.42
H -1.66 -2.87 4.12
H -2.78 -1.54 3.75
H -1.33 0.06 6.65
H -0.95 1.12 5.25
H -2.54 0.32 5.42
H 0.79 -1.04 6.50
H 2.39 -0.30 6.26
H 0.96 0.76 6.38
H 2.40 0.00 2.82
H 3.23 0.09 4.39
H 2.80 -1.49 3.71
```

Computed properties:
Net charge ... +3
LUMO (alpha / beta) ... -11.80 / -11.60 eV
Kohn-Sham gap (alpha / beta) ... 4.3 / 4.4 eV
E_tot ... -3313.520660 Eh
Spin multiplicity ... 3